{
  "formula": "C40H76F2IN2NbO6P",
  "method": "ωB97M-V/def2-TZVPD",
  "elements": ["C", "C", "C", "C", "C", "Nb", "C", "C", "F", "C", "C", "C", "N", "C", "C", "C", "C", "C", "C", "C", "O", "C", "O", "N", "C", "O", "F", "C", "I", "C", "C", "P", "O", "O", "O", "H", "H", "H", "H", "H", "H", "H", "H", "H", "H", "H", "H", "H", "H", "H", "H", "H", "H", "H", "H", "H", "H", "H", "H", "H", "H", "H", "H", "H", "H", "H", "H", "H", "H", "C", "C", "C", "C", "C", "C", "H", "H", "H", "H", "H", "H", "H", "H", "H", "H", "H", "H", "H", "H", "C", "C", "C", "C", "C", "C", "H", "H", "H", "H", "H", "H", "H", "H", "H", "H", "H", "H", "H", "H", "C", "C", "C", "C", "C", "C", "H", "H", "H", "H", "H", "H", "H", "H", "H", "H", "H", "H", "H", "H"],
  "xyz": [[5.875231, 2.698706, -0.846651], [4.878888, 2.478870, 0.129497], [3.664458, 2.131007, 1.172780], [2.918751, 0.666788, 0.850853], [1.359015, 0.633806, 1.293617], [-0.187973, 0.776592, -0.383460], [-1.991965, 1.034239, -1.746766], [-2.110836, -0.034960, -2.984645], [-1.096150, 0.135481, -4.060020], [0.400974, -1.179877, -1.379397], [1.471787, -2.145849, -0.623200], [2.923973, -2.339224, -1.433190], [2.756390, -2.500387, -2.932756], [4.137953, -2.234529, -3.522039], [4.045792, -1.908982, -5.159976], [2.816120, -2.430115, -6.119754], [2.899033, -1.950396, -7.719834], [4.146588, -1.006731, -8.295842], [5.357956, -0.505518, -7.305590], [5.300907, -0.962800, -5.733071], [6.400755, -0.464859, -4.841836], [-1.557974, -0.505236, 0.974498], [-0.988869, -1.635997, 1.475965], [-2.979618, -0.152947, 1.345356], [-3.983213, -1.180024, 0.850662], [-3.841817, -2.518002, 0.949103], [-5.242149, -0.684074, 0.228389], [1.147884, 2.103024, -1.700570], [2.497706, 1.090157, -3.069766], [0.369561, 3.412724, -2.349394], [-0.224922, 3.246474, -3.842414], [-1.123398, 2.824681, 0.927628], [-2.362544, 3.481302, 0.153407], [-1.573119, 2.325312, 2.547280], [0.173647, 4.018406, 0.994857], [6.584585, 3.076063, -1.711152], [3.985461, 2.067481, 2.296788], [2.841872, 2.960944, 1.067452], [3.170839, 0.322901, -0.230623], [3.493870, -0.096667, 1.568520], [1.210348, 1.535170, 2.062898], [1.211797, -0.341042, 1.967525], [-2.103676, 2.169357, -2.099645], [-2.975482, 0.854947, -1.090628], [-2.240590, -1.168303, -2.633019], [-3.156457, 0.212044, -3.510387], [0.552814, -1.115183, -2.563747], [-0.626698, -1.800928, -1.328544], [1.635264, -1.965508, 0.517599], [1.026189, -3.258004, -0.668310], [3.742824, -1.575093, -1.104561], [3.319907, -3.401037, -1.051832], [2.539814, -3.536484, -3.050128], [4.832526, -3.188856, -3.344744], [4.651884, -1.262764, -3.060160], [1.929267, -3.086887, -5.700160], [2.055023, -2.248574, -8.493099], [4.211933, -0.674922, -9.423572], [6.285763, 0.159853, -7.644922], [5.997002, 0.134618, -4.125987], [-3.240683, 0.822522, 1.070780], [1.876023, 2.611228, -0.896756], [-0.483319, 3.847874, -1.671481], [1.200273, 4.269864, -2.394477], [-1.418784, 3.245854, -3.879392], [0.083209, 4.223415, -4.456354], [0.123253, 2.340158, -4.478236], [-0.996099, 1.550144, 2.806778], [0.629935, 3.827335, 1.867308], [-6.816992, -2.336987, -1.970856], [-7.074542, -2.937880, -0.597330], [-7.586752, -4.379862, -0.651551], [-8.937374, -4.571912, -1.352241], [-10.100779, -3.764457, -0.770798], [-10.425541, -4.126158, 0.670272], [-7.735070, -2.270374, -2.561210], [-6.414225, -1.324210, -1.868696], [-6.089274, -2.935569, -2.528173], [-7.773882, -2.302082, -0.043773], [-6.135116, -2.925415, -0.031760], [-7.649749, -4.767310, 0.371480], [-6.842606, -5.001183, -1.163608], [-9.194269, -5.638253, -1.318540], [-8.834904, -4.321830, -2.415109], [-10.991399, -3.949905, -1.383904], [-9.896686, -2.690965, -0.843103], [-10.671910, -5.189044, 0.759695], [-11.288288, -3.548699, 1.017321], [-9.589320, -3.906881, 1.340268], [0.320678, -4.095455, 3.551888], [1.759777, -3.669918, 3.303113], [2.591451, -4.733548, 2.580879], [2.766438, -6.056464, 3.336723], [3.398663, -5.941548, 4.726204], [4.815571, -5.389554, 4.700609], [0.265222, -4.967326, 4.209601], [-0.234262, -3.282650, 4.031226], [-0.182275, -4.338967, 2.610497], [2.230251, -3.393545, 4.252858], [1.751449, -2.761370, 2.689098], [3.576909, -4.311929, 2.353310], [2.125620, -4.950213, 1.612348], [3.381411, -6.725693, 2.721781], [1.792514, -6.550875, 3.435518], [3.423954, -6.940596, 5.178706], [2.775466, -5.323750, 5.381355], [5.466911, -6.015288, 4.082034], [5.229200, -5.369079, 5.713884], [4.844376, -4.368111, 4.310654], [0.823876, 10.009834, 3.840855], [0.349959, 8.776388, 3.087206], [0.439681, 7.489156, 3.911581], [1.853406, 7.084540, 4.347124], [2.862229, 6.893714, 3.211594], [2.484277, 5.777779, 2.249918], [1.882075, 9.938635, 4.107248], [0.697755, 10.901939, 3.219067], [0.244343, 10.152721, 4.758570], [0.915870, 8.675961, 2.154788], [-0.696291, 8.928654, 2.796136], [-0.010733, 6.672958, 3.335712], [-0.178171, 7.600252, 4.810419], [1.783419, 6.150970, 4.919630], [2.248354, 7.834148, 5.043425], [3.838389, 6.655916, 3.652115], [2.995791, 7.827947, 2.656040], [2.383987, 4.824448, 2.778619], [3.259887, 5.661030, 1.486351], [1.542544, 5.989285, 1.735479]],
  "forces_ev_per_a": [[-7.090, -1.020, 6.463], [6.160, 1.288, -6.235], [-0.352, -0.356, -0.859], [1.566, -0.396, 0.781], [0.462, 0.453, 2.732], [3.622, -2.101, -4.001], [-1.960, 0.354, 0.103], [-2.103, 0.582, -0.343], [-1.670, -0.586, 2.356], [-1.444, -1.689, -0.099], [0.273, -1.911, -1.136], [-0.380, -1.518, 1.912], [1.812, -0.239, 0.877], [0.274, -0.121, -1.712], [0.262, 0.755, -2.153], [3.932, 3.019, -1.928], [2.739, 1.255, 2.072], [0.208, -1.086, 3.992], [-2.903, -2.441, 2.025], [-2.382, -0.331, -2.497], [-3.386, -0.230, -0.774], [2.055, -5.177, 3.436], [-3.885, 6.466, -2.827], [-2.436, -2.880, -2.488], [1.132, -5.843, 1.118], [-1.118, 9.484, -0.858], [3.722, -0.567, 1.888], [-0.700, 2.496, 1.613], [-0.393, 0.535, 0.211], [1.080, 0.907, -0.607], [-0.814, 1.136, -1.118], [-3.302, 2.109, -1.245], [3.825, -1.746, 3.065], [1.513, 0.389, -1.419], [-1.377, -2.000, 2.067], [-1.944, -1.059, 2.435], [-0.189, 0.447, -2.314], [1.792, -1.362, 0.076], [-0.745, 0.807, 1.812], [-1.188, 1.477, -1.669], [0.517, -1.785, -1.254], [0.063, 2.046, -1.530], [0.274, -2.581, 0.599], [1.852, 0.330, -1.696], [1.012, 2.492, -0.859], [2.379, -0.471, 0.854], [0.095, 0.060, 2.632], [2.009, 1.265, 0.061], [-0.216, 0.006, -2.247], [0.820, 2.372, 0.197], [-1.704, -1.119, -1.020], [-0.552, 2.248, -0.334], [0.441, 1.877, -0.062], [-1.100, 2.190, -0.475], [-1.364, -2.332, -0.742], [2.118, 1.657, -0.963], [1.956, 0.651, 1.915], [-0.360, -0.858, 2.561], [-2.405, -1.639, 0.694], [0.541, -1.325, -1.614], [0.266, -1.125, 0.109], [-1.365, -1.166, -1.632], [1.687, -1.178, -0.998], [-1.808, -1.759, 0.040], [2.625, -0.120, 0.277], [-0.642, -2.106, 1.263], [-0.435, 1.483, 1.476], [-0.803, 1.140, -0.539], [-0.533, 0.486, -1.368], [-0.015, 0.218, -0.009], [0.210, -0.228, 0.087], [-0.108, 0.066, 0.093], [0.060, 0.041, -0.132], [-0.004, -0.123, -0.127], [-0.089, 0.139, 0.132], [0.059, -0.017, -0.040], [-0.041, -0.156, -0.087], [-0.074, 0.033, 0.010], [0.008, -0.051, -0.001], [-0.253, -0.042, -0.078], [0.004, -0.007, -0.064], [-0.025, 0.047, 0.037], [-0.029, 0.066, 0.000], [0.014, -0.023, 0.089], [0.095, 0.061, 0.011], [0.037, -0.076, -0.022], [0.056, 0.069, 0.028], [0.079, -0.099, 0.049], [-0.079, -0.058, -0.047], [-0.122, 0.093, 0.105], [0.005, -0.037, -0.154], [0.130, 0.073, 0.058], [-0.172, -0.024, 0.014], [-0.037, -0.146, -0.095], [0.083, 0.096, 0.167], [0.004, 0.008, -0.030], [-0.024, -0.143, -0.144], [0.017, 0.073, 0.124], [0.056, -0.025, -0.038], [0.018, -0.073, 0.068], [-0.024, -0.047, -0.017], [0.005, 0.049, 0.054], [-0.020, 0.035, 0.063], [0.079, 0.062, -0.031], [-0.064, 0.097, -0.022], [-0.007, -0.033, -0.077], [-0.037, 0.092, 0.016], [0.046, 0.026, -0.125], [0.031, -0.102, 0.006], [0.054, 0.163, -0.102], [-0.123, -0.092, 0.068], [0.000, -0.138, -0.144], [0.037, 0.162, 0.066], [0.050, -0.120, 0.213], [0.022, 0.198, -0.279], [-0.080, 0.028, 0.026], [0.040, -0.034, 0.130], [0.088, -0.010, -0.040], [-0.046, -0.050, 0.062], [0.124, -0.078, -0.024], [0.029, 0.050, 0.047], [0.019, 0.010, -0.053], [0.015, 0.061, -0.058], [-0.045, -0.054, -0.027], [-0.080, 0.107, -0.019], [-0.031, -0.028, 0.045], [0.018, 0.026, 0.028], [-0.124, -0.103, 0.044], [0.119, -0.077, 0.045]],
  "total_charge": -1,
  "lumo_energy_ev": 0.6,
  "homo_lumo_gap_ev": 6.44
}